1) A 2-piece molecular cluster, C2H8N3S2 overall, computed with ωB97M-V with the def2-TZVPD basis set.

The geometry in XYZ format:
```
15
Properties=species:S:1:pos:R:3:mulliken_charge:R:1
S 0.5533 3.2765 -1.9171 -0.0639
S -1.5370 -0.6417 1.7991 -0.2631
N -0.0150 -0.8535 -0.2536 -0.4496
N 0.7631 -2.0475 1.6615 -0.3639
N -1.0594 1.0750 -1.6154 -0.4327
C 0.0277 1.7047 -1.3989 0.0013
C -0.0487 -1.2425 0.9758 0.6516
H -0.7959 -0.1978 -0.8193 0.3339
H 1.4397 2.9918 -0.9802 0.1622
H 0.5579 -2.5229 2.5222 0.2695
H 0.5743 -1.3864 -0.8776 0.1941
H 0.8537 1.0759 -1.1560 0.3186
H -1.8573 1.5262 -1.9834 0.1789
H 1.4670 -2.4844 0.9755 0.2544
H -0.9236 -0.2736 3.0673 0.2088
```

Values from the calculation:
- total charge = +1
- HOMO energy (eV) = -13.50
- orbital gap (eV) = 10.3


2) A 2-piece molecular cluster, C2H8N3S2 overall, computed with ωB97M-V with the def2-TZVPD basis set.

The geometry in XYZ format:
```
15
Properties=species:S:1:pos:R:3:mulliken_charge:R:1
S -0.2217 -0.1664 2.0112 -0.0796
S -2.2828 -1.8746 -3.5088 -0.3368
N 0.4179 2.0075 0.6050 -0.4284
N 0.7103 0.8304 -0.1365 -0.0654
N 1.0358 -1.5486 -0.0292 -0.3173
C -0.0549 1.7071 1.9940 -0.3472
C 0.6706 -0.3878 0.4916 0.5772
H -0.9845 2.2584 2.3488 0.3385
H 0.7527 -2.3688 0.4405 0.2141
H 0.7085 1.9941 2.7404 0.2959
H 1.4141 -1.6245 -0.9079 0.2041
H -1.5353 -3.1202 -3.1723 0.1676
H 1.4688 1.0869 -0.7905 0.2888
H 1.1365 2.8509 0.5089 0.3203
H -3.2360 -1.6446 -2.5951 0.1683
```

Values from the calculation:
- total charge = +1
- HOMO energy (eV) = -12.30
- orbital gap (eV) = 8.5


Most stable to least stable, the ends of the list are 1) and 2).


1) A 2-piece molecular cluster, C2H9N3 overall, computed with ωB97M-V with the def2-TZVPD basis set.

The geometry in XYZ format:
```
14
Properties=species:S:1:pos:R:3:lowdin_spin:R:1
N -2.1282 -0.0914 0.0341 0.7270
N -0.6258 0.6627 -1.6894 0.1409
N 2.5955 0.0347 1.4654 0.0007
C -2.1225 0.6014 -1.2104 0.0713
C 2.5497 -1.2873 1.7090 0.0003
H -0.5961 1.2216 -2.5297 0.0093
H -0.1537 1.3072 -1.0226 0.0010
H -2.4675 -0.0394 -2.0448 0.0092
H 2.7198 -1.5191 2.7851 0.0000
H -1.7788 -1.1013 -0.0210 0.0134
H 2.6280 0.1873 0.4351 -0.0001
H -1.7275 0.3288 0.8582 0.0216
H 2.4825 -2.0876 1.0308 0.0000
H -2.5600 1.5755 -1.1534 0.0055
```

Values from the calculation:
- multiplicity = 2
- expectation value of S² = 0.76
- total charge = +1
- HOMO energy (spin up / spin down) (eV) = -13.31 / -13.31
- orbital gap (spin up / spin down) (eV) = 9.5 / 3.9


2) A 2-piece molecular cluster, C2H9N3 overall, computed with ωB97M-V with the def2-TZVPD basis set.

The geometry in XYZ format:
```
14
Properties=species:S:1:pos:R:3:lowdin_spin:R:1
N 1.9289 -0.9002 0.4814 0.0010
N -0.8504 0.7780 -1.2274 0.4631
N -1.4307 -0.8093 0.4695 0.4530
C 2.0513 0.3565 0.6015 -0.0005
C -1.6192 0.5690 -0.0422 0.0290
H 2.5507 -1.2517 -0.2564 0.0002
H -2.6822 0.6584 -0.2554 0.0079
H 1.7144 0.8862 1.4912 0.0000
H 0.0530 0.2972 -1.2493 0.0076
H -0.4243 -0.9604 0.6741 0.0129
H -1.3768 0.6327 -2.0842 0.0106
H -1.5323 -1.4606 -0.3271 0.0041
H -1.4565 1.2057 0.8251 0.0113
H 2.7019 0.9644 -0.0324 0.0001
```

Values from the calculation:
- multiplicity = 2
- expectation value of S² = 0.76
- total charge = +1
- HOMO energy (spin up / spin down) (eV) = -14.49 / -14.49
- orbital gap (spin up / spin down) (eV) = 11.2 / 5.8


Most stable to least stable, the ends of the list are 2) and 1).


1) An isolated ion of composition C4H11NS2 and charge +1, computed with ωB97M-V with the def2-TZVPD basis set.

The geometry in XYZ format:
```
18
Properties=species:S:1:pos:R:3:lowdin_spin:R:1
S -0.9791 0.0280 -1.3549 0.5273
S -2.7018 -0.5127 -0.1442 0.3279
N 2.4576 -0.0353 0.3633 0.0206
C 1.2400 -0.2594 1.1070 0.0110
C -0.1496 1.2962 -0.2070 0.0363
C 0.3681 0.9800 1.2251 0.0241
C 3.6074 -0.9827 0.4523 0.0024
H 0.8713 1.8738 1.5863 0.0000
H 1.4634 -0.4881 2.1683 0.0003
H -0.4931 0.7503 1.8656 0.0021
H 3.5915 -1.4298 1.4777 0.0000
H -1.1038 1.8301 -0.1542 0.0111
H 0.6463 -1.1750 0.9087 0.0049
H -3.7541 0.1082 0.4989 0.0291
H 4.5255 -0.4118 0.3053 0.0005
H 2.2848 0.1062 -0.6407 0.0010
H 0.5384 1.9178 -0.7723 0.0003
H 3.4824 -1.7344 -0.3310 0.0010
```

Values from the calculation:
- multiplicity = 2
- expectation value of S² = 0.76
- total charge = +1
- HOMO energy (spin up / spin down) (eV) = -12.34 / -12.15
- orbital gap (spin up / spin down) (eV) = 5.6 / 3.5


2) An isolated ion of composition C4H11NS2 and charge +1, computed with ωB97M-V with the def2-TZVPD basis set.

The geometry in XYZ format:
```
18
Properties=species:S:1:pos:R:3:lowdin_spin:R:1
S -1.8984 -1.3636 -2.6394 0.3290
S -1.6530 -1.2813 -0.5107 0.5440
N 0.6913 1.3895 0.1596 0.0113
C 0.3214 -0.7439 1.6118 0.0022
C 0.5549 1.4028 -1.3035 0.0004
C -1.1241 -0.6354 1.2285 0.0782
C 1.2002 0.1165 0.6666 0.0012
H 0.6493 -1.7840 1.5307 0.0018
H 0.3375 -0.4832 2.6716 0.0003
H -1.9087 -1.2311 1.7476 -0.0010
H -1.5273 0.3857 1.4299 0.0202
H -0.1740 1.6745 0.5884 0.0006
H -0.5991 -1.4381 -2.9678 0.0095
H 1.2122 0.7881 -1.9293 0.0000
H -0.4279 1.1840 -1.7044 0.0004
H 1.3264 -0.7063 -0.0648 0.0014
H 2.2038 0.2821 1.0699 0.0004
H 0.8154 2.4438 -1.5847 0.0001
```

Values from the calculation:
- multiplicity = 2
- expectation value of S² = 0.76
- total charge = +1
- HOMO energy (spin up / spin down) (eV) = -12.66 / -12.60
- orbital gap (spin up / spin down) (eV) = 5.6 / 4.4


Most stable to least stable, the ends of the list are 1) and 2).


1) A 2-piece molecular cluster, C2H9NO2 overall, computed with ωB97M-V with the def2-TZVPD basis set.

The geometry in XYZ format:
```
14
Properties=species:S:1:pos:R:3:mulliken_charge:R:1
O 1.1186 0.9348 1.1394 -0.5549
O -2.5149 -0.4798 -0.1861 -0.4884
N 2.2638 1.1609 -0.9196 -0.5600
C -1.8387 -1.7079 0.0770 -0.3891
C 1.0466 0.7339 -0.2491 -0.1790
H -2.0564 -2.2346 -0.8532 0.2117
H 1.0701 -0.3434 -0.4023 0.2004
H 0.7079 1.6128 1.6546 0.2967
H -2.1296 -2.1724 1.0212 0.2858
H -2.6021 0.0471 0.6093 0.2755
H 2.4781 2.1458 -0.9214 0.2185
H -0.7567 -1.6246 0.1859 0.1161
H 3.0128 0.7029 -0.4201 0.2433
H 0.2004 1.2245 -0.7355 0.3234
```

Values from the calculation:
- HOMO energy (eV) = -9.63
- orbital gap (eV) = 10.3


2) A 2-piece molecular cluster, C2H9NO2 overall, computed with ωB97M-V with the def2-TZVPD basis set.

The geometry in XYZ format:
```
14
Properties=species:S:1:pos:R:3:mulliken_charge:R:1
O 1.6523 -2.1301 1.5803 -0.6362
O -0.1764 -0.9615 -0.3257 -0.4981
N -0.8886 1.8499 0.4204 -0.6573
C 0.2787 0.3196 -0.9080 -0.3884
C -0.8805 1.2618 -0.8835 -0.4975
H -1.0891 -1.1361 -0.4930 0.2301
H 1.9610 -2.2073 0.6407 0.3210
H 0.5014 -0.0562 -1.9262 0.2683
H 1.1946 -1.3012 1.4817 0.3010
H -1.6972 0.5722 -1.1895 0.2772
H -1.7593 2.5184 0.2942 0.2690
H -0.8175 2.0964 -1.6151 0.3576
H 1.1939 0.5765 -0.4803 0.3835
H -1.4643 1.2324 1.0569 0.2698
```

Values from the calculation:
- HOMO energy (eV) = -10.35
- orbital gap (eV) = 11.0


3) A 3-piece molecular cluster, C2H9NO2 overall, computed with ωB97M-V with the def2-TZVPD basis set.

The geometry in XYZ format:
```
14
Properties=species:S:1:pos:R:3:mulliken_charge:R:1
O 2.2734 0.6606 0.4145 -0.6241
O 0.8147 0.9101 -2.4985 -0.6443
N -0.6339 -0.3289 0.7484 -0.2642
C -1.3657 -1.5248 0.8751 -0.7840
C -0.9410 0.6567 0.0213 -0.6659
H -1.1039 -1.9840 1.9576 0.2371
H 0.4724 0.9029 -1.5972 0.3311
H 2.5061 0.9063 1.3144 0.3065
H -2.4340 -1.5749 0.7457 0.3432
H 1.4868 1.5926 -2.3966 0.3176
H 1.9650 -0.2530 0.5143 0.3163
H -0.9286 -2.3645 0.2658 0.2774
H -0.3266 1.5441 0.2282 0.4819
H -1.7847 0.8568 -0.5931 0.3715
```

Values from the calculation:
- HOMO energy (eV) = -9.79
- orbital gap (eV) = 10.6


Most stable to least stable, the ends of the list are 1) and 3).


1) A 2-piece molecular cluster, C7H14O3S overall, computed with ωB97M-V with the def2-TZVPD basis set.

The geometry in XYZ format:
```
25
Properties=species:S:1:pos:R:3:mulliken_charge:R:1
S -9.5697 -10.4846 5.7370 1.0741
O -8.4390 -11.1323 5.1234 -0.6492
O -10.2043 -1.4956 5.3850 -0.5589
O -9.3954 -9.4104 6.7218 -0.6257
C -10.8240 -11.8292 6.2593 -0.5980
C -10.9490 -1.1977 6.3350 0.6534
C -10.6704 -9.7670 4.5539 -0.6634
C -11.9973 -2.1642 6.9502 -0.8259
C -12.1710 -11.3696 5.6945 -0.7030
C -10.7514 0.2310 6.8953 -0.9986
C -12.0583 -9.8786 5.2588 -0.6587
H -10.1967 0.8887 6.2260 0.3041
H -10.1698 0.1261 7.8112 0.2711
H -13.0266 -11.6664 6.3010 0.3601
H -10.7343 -11.8853 7.3441 0.4015
H -10.5502 -12.7206 5.6948 0.3277
H -12.3298 -1.5775 7.8065 0.2738
H -12.1455 -11.8452 4.7140 0.2968
H -12.0412 -9.4111 6.2434 0.3286
H -12.9336 -9.4949 4.7348 0.3853
H -12.7470 -2.3323 6.1770 0.2685
H -10.4021 -8.7123 4.4919 0.3775
H -11.7415 0.5575 7.2133 0.3296
H -10.5703 -10.2493 3.5816 0.3464
H -11.4674 -3.0424 7.3191 0.2829
```

Values from the calculation:
- HOMO energy (eV) = -9.46
- orbital gap (eV) = 10.2


2) One molecule with the formula C7H14O3S, computed with ωB97M-V with the def2-TZVPD basis set.

The geometry in XYZ format:
```
25
Properties=species:S:1:pos:R:3:mulliken_charge:R:1
S -1.5754 0.5302 0.2748 1.2851
O -1.4117 1.3996 -0.8872 -0.6453
O -1.1021 0.9905 1.5736 -0.6491
O 1.1448 0.1476 -0.1448 -0.1963
C 2.4280 0.7029 0.2546 -0.6316
C -3.3923 0.3161 0.4620 -1.1838
C 0.6714 -1.0602 0.3769 0.3985
C -0.9313 -1.1358 -0.1243 -0.1119
C 1.2243 -1.8175 1.2634 -0.9008
C -0.9603 -1.4841 -1.5995 -1.4203
C 2.4805 2.1263 -0.3254 -1.0840
H -3.6341 -0.2023 1.3222 0.3901
H -3.7119 1.4420 0.6635 0.3211
H 1.5934 2.8124 -0.5729 0.2685
H 3.1932 2.7969 0.2443 0.3330
H -0.1733 -2.2013 -1.9102 0.3664
H 2.4549 0.7597 1.2795 0.4443
H 2.2927 -1.3322 1.4822 0.1988
H 3.2271 0.0697 -0.0951 0.4153
H -3.7466 -0.0685 -0.4269 0.3910
H -1.3292 -1.8085 0.5154 0.7064
H -0.7529 -0.5643 -2.2221 0.3461
H 0.8066 -2.6717 1.8423 0.3029
H -1.8989 -1.8583 -1.9242 0.3916
H 3.1028 2.1109 -1.3220 0.2641
```

Values from the calculation:
- HOMO energy (eV) = -9.32
- orbital gap (eV) = 9.9


Most stable to least stable, the ends of the list are 1) and 2).


1) An isolated ion of composition C5H10IN2 and charge +1, computed with ωB97M-V with the def2-TZVPD basis set.

The geometry in XYZ format:
```
18
Properties=species:S:1:pos:R:3:mulliken_charge:R:1
I -3.4066 0.2869 0.0463 0.4068
N 0.8435 1.6103 0.5300 -0.2920
N -0.6248 -1.0598 0.1229 -0.0302
C -1.4252 -0.1209 0.2070 0.1282
C 0.3937 2.7423 -0.0811 -0.7760
C 0.8414 -0.7674 0.3718 -0.4906
C -1.0135 -2.5068 -0.0419 -1.0768
C 1.2891 0.5249 -0.2255 -0.6106
H -2.0461 -2.7361 -0.2648 0.3645
H -0.7723 -2.9093 0.8190 0.4657
H 1.1418 -1.6328 -0.2179 0.3667
H 0.9945 -1.0191 1.3612 0.3841
H 1.2692 0.7115 -1.2603 0.4765
H 0.1726 2.6006 -1.1510 0.3548
H 2.4537 0.5982 0.0022 0.3506
H 1.0142 3.4910 0.2762 0.3440
H -0.5983 3.1027 0.3400 0.2539
H -0.5271 -2.9161 -0.8342 0.3804
```

Values from the calculation:
- total charge = +1
- HOMO energy (spin up / spin down) (eV) = -12.54 / -13.28
- orbital gap (spin up / spin down) (eV) = 6.6 / 9.2


2) An isolated ion of composition C5H10IN2 and charge +1, computed with ωB97M-V with the def2-TZVPD basis set.

The geometry in XYZ format:
```
18
Properties=species:S:1:pos:R:3:mulliken_charge:R:1
I -2.6972 0.2989 1.5475 0.1386
N -0.8881 -1.9049 -1.4567 -0.2960
N 0.1632 -0.2175 -0.3820 0.1479
C 0.5107 0.6397 0.7948 0.3330
C -0.6659 0.7677 2.0472 -1.1513
C 1.7121 0.9649 1.1201 -0.8346
C 0.3188 0.5189 -1.6596 -1.1923
C -0.5523 -1.2988 -0.3450 0.0246
H -0.5877 -1.6901 0.6808 0.5059
H -1.2378 -2.8848 -1.4246 0.2785
H -0.4886 0.0865 2.9601 0.4239
H 1.9421 1.3756 2.0787 0.3198
H -0.4954 1.7186 2.3022 0.5826
H 0.8448 1.4156 -1.5454 0.3320
H 0.8320 -0.0929 -2.4775 0.4504
H -0.5166 0.7179 -2.3392 0.4591
H 2.5290 1.0188 0.3868 0.2982
H -0.7231 -1.4342 -2.2884 0.1796
```

Values from the calculation:
- total charge = +1
- HOMO energy (eV) = -13.14
- orbital gap (eV) = 9.7


3) C5H10IN2 as an isolated structure, computed with ωB97M-V with the def2-TZVPD basis set.

The geometry in XYZ format:
```
18
Properties=species:S:1:pos:R:3:mulliken_charge:R:1
I 0.2702 -2.1376 -3.1766 0.3095
N 0.5130 0.7060 -0.3223 -0.0811
N -1.1857 -1.0750 -2.1432 -0.8389
C 0.1750 1.8591 0.5381 -0.5076
C 0.2405 -1.2413 0.4368 -0.6145
C 0.6032 1.0165 1.7550 -0.5328
C 1.1534 -0.0557 0.7837 -0.0674
C -0.4942 -0.2397 -0.3991 0.2219
H -0.8751 2.1502 0.4884 0.2874
H -0.2313 0.6647 2.3588 0.2364
H 1.3462 1.4809 2.3946 0.3210
H 0.7777 -2.0025 -0.1292 0.2593
H 2.2310 -0.1854 0.7588 0.3504
H -1.5292 0.0524 -0.2706 0.3551
H -1.5041 -0.3015 -2.7256 0.3767
H -1.9638 -1.6907 -1.9010 0.3658
H -0.3326 -1.7186 1.2272 0.2755
H 0.8060 2.7182 0.3262 0.2833
```

Values from the calculation:
- total charge = +1
- HOMO energy (eV) = -13.57
- orbital gap (eV) = 9.0


Most stable to least stable, the ends of the list are 2) and 1).